73
Properties=species:S:1:pos:R:3 method="wB97M-V/def2-TZVPD" lumo_ev="-6.241 / -9.552" molar_mass_g_mol=682.818 charge=+2 homo_lumo_gap_ev="6.10 / 3.50" multiplicity=5 s2=6.05 e_tot_ev=-56628.8236
Os -0.26244 1.41600 -4.13884
C -1.48280 1.72135 -5.64060
C -1.30789 0.31832 -5.50978
C -0.60920 -0.40066 -6.68486
C 0.73768 0.25078 -7.01385
C 1.22284 0.96250 -5.75663
C 0.81052 2.28402 -5.35481
C 0.16212 3.21207 -6.35136
C -1.07650 2.52600 -6.87923
C 0.67484 2.07515 -2.01084
H -2.00102 2.34303 -4.91745
H -2.12309 -0.31341 -5.07801
H -1.27112 -0.40250 -7.55868
H -0.46774 -1.45859 -6.48336
H 1.48530 -0.49859 -7.31117
H 0.63886 0.84140 -7.93354
H 2.13904 0.50479 -5.39328
H 1.39443 2.91418 -4.68456
H 0.84732 3.58595 -7.10825
H -0.11561 4.09404 -5.75715
H -1.83684 3.25717 -7.14506
H -0.84814 1.95938 -7.77291
H -0.11693 2.73704 -1.64681
H 1.54386 2.73156 -1.94685
H 0.91343 1.40394 -1.16718
P 1.33300 -0.42131 -2.95658
P -1.61899 -0.76055 -2.94059
N 2.96724 0.21424 -3.34637
N 1.97409 -1.41818 -1.48153
N -3.00971 0.43612 -3.01238
N -2.63308 -2.08484 -1.94678
C 0.89213 -1.75305 -4.07242
C -0.58308 -2.10699 -3.88416
C 3.16587 1.58723 -3.51530
C 4.49550 1.84789 -3.74192
C 5.16669 0.59767 -3.72288
C 4.20498 -0.38953 -3.49930
C 2.87208 -0.96876 -0.50384
C 3.58936 -2.05136 -0.01192
C 3.12952 -3.21420 -0.70256
C 2.12390 -2.80333 -1.56052
C -2.54082 1.81144 -2.86149
C -3.55531 2.60018 -3.51568
C -4.45719 1.74534 -4.12325
C -4.12956 0.41462 -3.79377
C -3.90908 -2.46072 -2.33273
C -4.52688 -3.09813 -1.25438
C -3.58830 -3.11010 -0.17196
C -2.44219 -2.47680 -0.62294
H 1.57385 -2.58472 -3.92009
H 1.11890 -1.43910 -5.09763
H -1.07545 -2.24810 -4.85137
H -0.71886 -3.05027 -3.34169
H 2.34309 2.25039 -3.58020
H 4.86547 2.85584 -3.86166
H 6.21469 0.47360 -3.85799
H 4.26881 -1.46175 -3.45894
H 2.93141 0.07559 -0.23920
H 4.37975 -2.01340 0.70967
H 3.51050 -4.21556 -0.62948
H 1.53534 -3.40098 -2.22485
H -2.55217 2.07229 -1.80883
H -3.68872 3.64098 -3.26272
H -5.25733 2.02162 -4.78328
H -4.60876 -0.50830 -4.06033
H -4.24904 -2.30518 -3.33642
H -5.52778 -3.48763 -1.25135
H -3.74538 -3.51921 0.81432
H -1.50240 -2.25310 -0.11982
C -1.16661 0.13340 -1.39468
H -2.09341 -0.16563 -0.95540
H -1.25691 1.21614 -1.22962
H -0.35514 -0.25117 -0.75853



78
Properties=species:S:1:pos:R:3 method="wB97M-V/def2-TZVPD" lumo_ev=-2.889 molar_mass_g_mol=681.877 charge=+1 homo_lumo_gap_ev=7.37 e_tot_ev=-178612.7192
Mg -0.03615 0.23185 0.56387
N 1.46812 3.95219 2.26500
C 0.82233 2.78326 2.00041
S 1.75835 1.34562 1.93945
N -0.47846 2.88340 1.84291
N -1.10789 1.77477 1.41214
C -2.34294 1.58983 1.74279
C -3.12084 2.50270 2.61201
C -3.76881 1.98539 3.73573
C -4.49342 2.81412 4.57523
C -4.59052 4.16928 4.29470
C -3.93779 4.69296 3.18841
C -3.19913 3.86951 2.35470
C -2.93626 0.31386 1.30484
C -4.31329 0.08965 1.30902
C -4.79309 -1.16359 0.97980
C -3.89231 -2.16671 0.64750
C -2.54836 -1.84981 0.62070
N -2.07524 -0.64562 0.92961
H 2.37447 3.87561 2.69340
H 0.89393 4.73250 2.54529
H -3.67978 0.93009 3.96421
H -4.97743 2.40279 5.45116
H -5.16261 4.81822 4.94445
H -3.99842 5.75315 2.98020
H -2.68761 4.28163 1.49699
H -4.98764 0.89247 1.56730
H -5.85607 -1.36386 0.98851
H -4.23206 -3.16388 0.40682
H -1.81254 -2.59511 0.34374
C 0.21816 -3.55081 2.17275
As 0.93802 -2.20771 0.93086
C 2.72254 -2.06236 1.71952
C 1.30177 -3.32410 -0.63915
C 2.15657 -4.41734 -0.51282
C 2.53039 -5.16480 -1.61636
C 2.04949 -4.81591 -2.87055
C 1.17903 -3.74659 -3.00137
C 0.79025 -2.98856 -1.90002
As -0.60538 -1.60516 -2.08149
C -1.96737 -2.89180 -2.72730
C -0.16295 -0.80210 -3.81586
H 1.02767 -4.13034 2.61152
H -0.47576 -4.22147 1.67038
H -0.31054 -3.02553 2.96806
H 3.22907 -3.02415 1.76251
H 2.59945 -1.67223 2.72993
H 3.33590 -1.35494 1.16482
H 2.53155 -4.68733 0.46771
H 3.20009 -6.00633 -1.49902
H 2.34873 -5.38234 -3.74288
H 0.79126 -3.50515 -3.98438
H -1.78534 -3.17166 -3.76388
H -2.96660 -2.46221 -2.65316
H -1.92320 -3.78672 -2.10749
H 0.06767 -1.54228 -4.57961
H 0.67424 -0.11605 -3.69618
H -1.03072 -0.22765 -4.14078
C 3.53806 -0.64454 -1.79884
N 3.26189 0.77361 -1.92397
C 4.06743 1.43670 -2.93869
C 2.11624 1.29500 -1.42527
O 1.16056 0.56529 -1.05207
N 2.02522 2.64353 -1.36250
C 0.72568 3.29458 -1.32770
C 3.15795 3.49440 -1.03244
H 4.61385 -0.78928 -1.69561
H 3.18832 -1.19638 -2.67495
H 3.04434 -1.04220 -0.92370
H 4.14293 0.77853 -3.80712
H 5.07786 1.63616 -2.57705
H 3.60973 2.36716 -3.25969
H -0.06827 2.55444 -1.30642
H 0.60580 3.91330 -2.22081
H 0.64274 3.93302 -0.44798
H 4.03958 2.88858 -0.85029
H 2.92470 4.04066 -0.11649
H 3.37285 4.21481 -1.82507



92
Properties=species:S:1:pos:R:3 method="wB97M-V/def2-TZVPD" lumo_ev=-9.772 molar_mass_g_mol=938.564 charge=+2 homo_lumo_gap_ev=1.19 e_tot_ev=-239148.1546
C -3.22819 -4.10372 -1.67031
C -3.02965 -2.84223 -2.07165
C -2.94645 -1.71753 -1.02468
S -4.70502 -1.53133 -0.45636
N -1.89437 -2.12355 -0.07280
C -2.25594 -2.21914 1.36091
C -2.41887 -0.86153 2.08547
O -3.49812 -0.34940 2.21074
C -1.20130 -0.22997 2.69309
C -0.83256 1.08844 2.43305
C 0.29667 1.62871 3.02745
C 1.09119 0.86725 3.88966
C 0.69909 -0.43632 4.16881
C -0.43034 -0.97088 3.57940
C -0.78918 -1.39512 -0.41693
N 0.34205 -1.44761 0.18033
Br 1.87220 0.00550 -0.03777
C 0.68765 -2.47571 1.15538
C 2.14294 -2.92691 0.94920
O 2.22177 -4.23559 1.49589
C 3.25906 -4.96417 1.02992
O 3.69708 -4.88567 -0.07849
N -0.99780 -0.53285 -1.51233
C -0.52228 -0.96815 -2.85500
C 0.73934 -1.84232 -2.97065
C 1.92968 -1.13269 -3.63537
C 3.15456 -2.06948 -3.80175
C 4.43655 -1.18384 -3.99250
O 5.25714 -1.21335 -2.86414
C 5.98114 -0.02629 -2.71478
C 5.43296 1.01019 -1.79780
O 6.98893 0.11984 -3.32315
C -2.50272 -0.31500 -1.46939
C -2.62592 0.88447 -0.48944
P -3.33116 0.47461 -2.82276
O -3.79082 -0.35948 -4.02048
O -4.77772 1.05645 -2.40292
O -2.49326 1.69272 -3.35009
H -2.69600 -4.94359 -2.09317
H -3.92347 -4.32509 -0.86778
H -2.91817 -2.65520 -3.13274
H -5.26702 -2.44832 -1.24591
H -3.18398 -2.77073 1.46794
H -1.54390 -2.79771 1.93757
H -1.41023 1.73899 1.79342
H 0.55173 2.66083 2.82568
H 1.97333 1.31739 4.32214
H 1.30993 -1.02058 4.84110
H -0.75679 -2.00839 3.80460
H 0.10922 -3.36440 0.91832
H 0.57709 -2.14001 2.17631
H 2.85981 -2.26291 1.42486
H 2.30539 -2.97381 -0.12687
H 3.65939 -5.66901 1.76062
H -0.33610 -0.06733 -3.44567
H -1.30121 -1.49023 -3.40427
H 1.04512 -2.31245 -2.04033
H 0.52006 -2.64621 -3.67243
H 1.54825 -0.88527 -4.64610
H 2.18200 -0.17517 -3.18201
H 3.28871 -2.77122 -2.98685
H 3.02282 -2.60971 -4.74785
H 4.12308 -0.13082 -4.17028
H 5.01205 -1.49487 -4.88756
H 6.20222 1.73827 -1.57414
H 4.57245 1.52715 -2.22189
H 5.09505 0.56359 -0.86499
H -1.73540 1.00456 0.10810
H -2.70328 1.82259 -1.10884
H -3.53404 0.83378 0.08447
H -4.74138 2.08999 -2.12474
H -1.69278 1.82909 -2.81400
O 1.15734 2.48567 6.86210
S 0.16405 1.78223 7.66831
O 0.34472 2.01377 9.09845
O 0.30091 0.34760 7.42034
O -1.16546 2.26882 7.30833
N -1.17963 5.58144 1.50255
C -0.18121 6.36293 2.02252
C -0.41350 7.65637 1.63043
C -1.59861 7.65616 0.85074
C -2.04839 6.36152 0.78999
H -1.26694 4.59091 1.62730
H 0.60260 5.93688 2.62517
H 0.19607 8.50794 1.87972
H -2.06845 8.50749 0.38905
H -2.90840 5.92930 0.30850
Na 3.35455 -0.84173 -6.22588
Be -5.07194 0.70805 -4.18859
F -1.25629 -2.78468 5.13716
Br -4.35232 3.07014 -0.51425
Be 3.21865 1.22766 1.29361



80
Properties=species:S:1:pos:R:3 method="wB97M-V/def2-TZVPD" lumo_ev="-9.565 / -10.596" molar_mass_g_mol=775.427 charge=+3 homo_lumo_gap_ev="6.95 / 6.47" multiplicity=3 s2=2.02 e_tot_ev=-72640.5504
W 0.32296 -1.00162 -0.93164
C 4.45114 -0.56405 1.37071
N 3.00945 -0.61568 1.78092
C 2.42832 0.60027 2.39817
C 2.32017 -1.73481 1.41008
N 0.98387 -1.58092 1.05869
C 0.05435 -2.16664 1.84758
C 0.28773 -2.83324 3.03668
C -0.76127 -3.34722 3.79065
C -2.07871 -3.14896 3.38382
C -2.37702 -2.40605 2.20205
C -1.28578 -1.85326 1.48181
N -1.46920 -0.99467 0.49318
C -2.61138 -0.29851 0.20993
N -3.62627 -0.85513 -0.50102
C -4.87546 -0.15334 -0.92146
C -3.44068 -2.18188 -1.04642
N -2.56946 0.95113 0.64826
C -1.65873 1.21735 1.75509
C -3.43713 2.10025 0.25569
N 2.83804 -2.94199 1.41944
C 3.95441 -3.40268 2.22687
C 2.16192 -3.97748 0.64637
H 4.61929 0.46384 1.03599
H 4.76773 -1.23846 0.63408
H 5.15881 -0.70130 2.24491
H 3.12461 1.37934 2.20027
H 2.32341 0.44646 3.47932
H 1.45535 0.80775 2.01927
H 1.29724 -3.10472 3.24894
H -0.40637 -3.93291 4.63096
H -2.92653 -3.68376 3.83872
H -3.38548 -2.11071 1.94742
H -5.26416 0.55259 -0.18943
H -5.62347 -0.96924 -0.97885
H -4.73754 0.36480 -1.87690
H -4.03156 -2.92743 -0.49542
H -2.42202 -2.43504 -1.12274
H -3.84434 -2.32409 -2.06962
H -1.89186 2.22129 2.09772
H -0.62692 1.11440 1.40234
H -1.87205 0.56543 2.63021
H -4.39541 2.06888 0.88871
H -3.77483 2.15579 -0.75885
H -2.87711 2.95666 0.54284
H 4.18340 -2.62040 2.96412
H 4.87985 -3.52984 1.62722
H 3.67707 -4.30726 2.66651
H 1.72041 -4.77671 1.31593
H 3.00278 -4.40445 0.06592
H 1.29892 -3.79020 -0.01984
C 2.51372 4.76062 -0.26863
C 1.18539 4.44624 -0.33394
C 0.80408 3.08989 -0.37002
C 1.79400 2.10017 -0.41656
C 3.13855 2.44454 -0.49312
C 3.48370 3.78237 -0.28788
N 1.43743 0.72797 -0.66746
N 2.20411 -0.16167 -0.95913
C 0.29725 -1.26491 -3.00404
C 0.44473 -1.79785 -4.23491
C -0.23455 -1.16667 -5.24308
C -0.80495 0.10533 -5.03597
C -0.94127 0.57033 -3.74883
N -0.38213 -0.17918 -2.76615
H 2.74664 5.76937 -0.13881
H 0.39047 5.19834 -0.37106
H -0.24462 2.86108 -0.55847
H 3.83223 1.64682 -0.55285
H 4.53562 4.01727 -0.23755
H 1.06957 -2.69756 -4.43875
H -0.21265 -1.60891 -6.20630
H -1.36827 0.62202 -5.84808
H -1.32733 1.56660 -3.47968
Cl -2.19753 4.73948 -1.38766
C -2.14175 6.24881 -2.41430
Cl -0.59528 7.10775 -2.06457
H -2.96793 6.82032 -2.03026
H -2.15209 6.02299 -3.45958
F -0.35761 -2.82313 -0.96752